# C3H9BrNOPS2

A single C3H9BrNOPS2 molecule in a non-equilibrium geometry (wB97M-V/def2-TZVPD, the OMol25 dataset).

```
! wB97M-V def2-TZVPD RIJCOSX def2/J DEFGRID3
* xyz 0 1
C -1.6432 -2.0982 -0.3169
H -2.4348 1.6929 1.3349
H -2.7408 -1.9843 -0.4281
H -0.9359 2.4112 1.8636
H -1.5810 -3.1322 -0.0177
S -1.6312 -0.9563 2.1345
N -1.1468 -1.0544 0.6177
O 0.8357 0.6681 0.3039
H 2.8386 -0.0977 0.1841
Br -3.7918 -0.4311 1.9285
H -1.1403 -2.0194 -1.2367
H -1.5099 2.7779 0.1580
S -0.9759 0.6865 -2.0961
C 2.0692 0.4783 -0.3994
C -1.4416 1.9720 0.9055
P -0.6342 0.6858 -0.1906
H 2.4804 1.4665 -0.5330
H 1.9718 0.1904 -1.4131
*
```

Kohn-Sham gap, eV: 8.73
Relative energy (zero: lowest compared OMol25 entry of this formula, charge and spin), kJ/mol: 0.0
SMILES string: CO[P@@](C)(=S)N(C)SBr

# C3H9BrSi

A single C3H9BrSi molecule in a non-equilibrium geometry (wB97M-V/def2-TZVPD, the OMol25 dataset).

```
! wB97M-V def2-TZVPD RIJCOSX def2/J DEFGRID3
* xyz 0 3
H 0.5370 1.7200 -1.5455
H 2.3915 -0.1586 -2.1402
H -0.7397 -1.3758 -0.2326
H -2.5470 -0.2844 1.3896
Br 4.0070 0.4200 -0.3297
H -1.6416 -0.0600 -0.7617
H 1.4204 1.1968 0.8013
C 2.4112 -0.3129 -1.0691
C -1.4744 0.0578 1.3493
Si 0.7391 0.7216 -0.4103
C -0.8332 -0.2539 -0.0163
H -0.9754 -0.3943 2.1598
H -1.6851 1.2440 1.4040
H 2.5408 -1.4715 -0.9489
*
```

Kohn-Sham gap (alpha / beta), eV: 5.18 / 6.87
Relative energy (zero: lowest compared OMol25 entry of this formula, charge and spin), kJ/mol: 104.2